Below is a molecular structure, C6H12 in a non-equilibrium geometry, with properties calculated with wB97M-V/def2-TZVPD.

Summary:
ΔE to the lowest compared entry with this formula, charge and spin	91.4	kcal per mole
E_LUMO	1.18	eV
E_HOMO	-7.81	eV
orbital gap	9.0	eV

Structure (XYZ):
```
18
Properties=species:S:1:pos:R:3:mulliken_charge:R:1
H -2.326 -1.274 -0.447 0.293
H -1.510 1.403 0.836 0.335
H 1.243 0.449 1.619 0.294
H 3.152 -0.393 0.356 0.323
H -3.429 -0.147 0.357 0.368
H -0.082 0.738 -1.150 0.349
H 1.229 -1.532 -1.519 0.196
H 1.455 1.848 0.543 0.342
H 0.296 -1.268 0.044 0.442
C 1.276 0.771 0.570 -0.819
H -1.222 -0.174 1.553 0.345
C 2.262 -0.097 -0.203 -0.295
H 2.581 0.401 -1.133 0.224
C -2.492 -0.218 -0.207 -1.146
C 0.025 0.292 -0.165 -0.201
C 1.319 -1.210 -0.485 -0.859
H -2.628 0.320 -1.153 0.301
C -1.312 0.343 0.587 -0.490
```

Below is C6H12 in the gas phase in a non-equilibrium geometry, with properties calculated with wB97M-V/def2-TZVPD.

Summary:
ΔE to the lowest compared entry with this formula, charge and spin	31.5	kcal per mole
E_LUMO	1.20	eV
E_HOMO	-9.08	eV
orbital gap	10.3	eV
SMILES	C/C=C/CCC

Structure (XYZ):
```
18
Properties=species:S:1:pos:R:3:mulliken_charge:R:1
H -0.228 -2.644 2.206 0.338
H 0.248 3.655 -0.449 0.301
H 0.086 -1.379 -1.527 0.301
H -1.248 3.321 -1.294 0.280
H 1.425 -2.609 0.321 0.391
H 1.509 -0.565 -1.227 0.342
C 0.598 -0.843 -0.700 -0.734
C -0.539 2.906 -0.575 -1.118
C -0.211 0.430 -0.480 -0.147
C -0.507 -2.038 1.343 -1.214
H -1.383 -2.475 0.855 0.314
C 0.173 1.618 -0.920 -0.136
C 0.736 -1.789 0.492 -0.375
H 1.077 1.684 -1.514 0.320
H -1.098 2.805 0.355 0.299
H 1.296 -1.162 1.198 0.220
H -0.866 -1.103 1.777 0.344
H -1.069 0.187 0.139 0.275
```

Below is a molecular structure, C6H12AlBrCl4FO3S, with properties calculated with wB97M-V/def2-TZVPD.

Summary:
E_LUMO	2.14	eV
E_HOMO	-5.96	eV
total charge	-1
orbital gap	8.1	eV

Structure (XYZ):
```
29
Properties=species:S:1:pos:R:3:mulliken_charge:R:1
O -0.115 1.493 -0.321 -0.393
H 1.126 0.884 -1.837 0.383
Cl -2.277 -2.117 -2.322 0.009
Cl -1.855 -3.229 -4.950 -0.118
H 2.460 2.369 -0.632 0.318
H -1.066 1.351 2.419 -0.302
H -1.121 -0.245 -0.834 -0.076
Cl -1.838 -0.371 -4.567 -0.112
H -1.876 1.263 -1.396 0.316
C 1.865 0.414 2.188 -0.764
C -2.569 -1.891 -4.037 0.321
F -2.359 -1.687 1.277 -0.288
H 2.270 -0.464 1.676 0.371
H 1.528 2.488 1.618 0.274
H -1.930 0.813 0.325 0.099
S -0.768 -1.821 1.565 1.008
O -0.196 -1.897 0.242 -0.630
H 3.210 2.021 1.659 0.313
Al -0.046 0.171 2.670 0.489
C 2.212 1.674 1.374 -0.597
H 3.129 0.780 -0.348 0.341
H 2.374 0.455 3.155 0.404
Br -0.166 -0.356 5.000 -0.487
Cl -4.310 -1.840 -4.350 -0.122
C 2.271 1.418 -0.120 -0.933
C 1.044 0.796 -0.742 -0.052
H 0.970 -0.267 -0.501 0.136
O -0.649 -3.001 2.368 -0.617
C -1.318 0.796 -0.578 -0.292
```

Below is a molecular structure, C6H12AlO14S2 in a non-equilibrium geometry, with properties calculated with wB97M-V/def2-TZVPD.

Summary:
ΔE to the lowest compared entry with this formula, charge and spin	215.3	kcal per mole
E_LUMO	-2.77	eV
E_HOMO	-4.13	eV
total charge	-1
orbital gap	1.4	eV

Structure (XYZ):
```
35
Properties=species:S:1:pos:R:3:mulliken_charge:R:1
O 2.521 -2.342 7.307 -0.527
H -1.695 5.619 2.996 0.283
H 1.087 4.002 -1.589 0.294
O -1.595 5.315 0.920 -0.284
S 3.476 -1.735 8.225 1.296
C -2.193 5.082 2.189 -0.725
O -3.558 -2.224 -1.943 -0.316
C -2.233 -2.674 -2.038 0.710
O 4.450 -1.311 7.256 -0.535
H -0.202 -4.298 -2.902 0.287
O 4.363 -2.040 -1.824 -0.623
O 3.985 -2.866 8.969 -0.570
H -4.790 -3.752 -2.453 0.282
O 6.126 -0.911 -3.097 -0.549
H -0.077 2.761 -1.548 0.303
H -3.232 5.407 2.253 0.297
S 4.820 -0.867 -2.528 1.311
H -1.116 -4.688 -4.418 0.220
H -0.514 -3.055 -4.046 0.306
O 2.846 -0.679 8.977 -0.628
H -2.390 4.060 2.512 0.320
C -4.679 -2.674 -2.571 -0.577
Al 2.739 -1.004 2.709 0.979
O -1.329 -2.316 -1.342 -0.504
O 4.647 0.201 -1.559 -0.606
C 0.034 3.816 -1.802 -0.608
O -0.320 3.305 0.987 -0.584
O -2.200 -3.534 -3.106 -0.321
H -5.582 -2.275 -2.110 0.245
H -0.195 3.989 -2.854 0.223
O 4.010 -0.630 -3.727 -0.551
C -0.816 4.302 0.371 0.752
O -0.833 4.519 -0.942 -0.271
H -4.609 -2.541 -3.651 0.271
C -0.947 -3.962 -3.623 -0.602
```

Below is a molecular structure, C6H12BBr4Na3O6 in a non-equilibrium geometry, with properties calculated with wB97M-V/def2-TZVPD.

Summary:
E_LUMO	3.05	eV
E_HOMO	0.80	eV
total charge	-2
orbital gap	2.2	eV

Structure (XYZ):
```
32
Properties=species:S:1:pos:R:3:mulliken_charge:R:1
H 0.575 1.696 29.608 0.379
Na -1.883 0.141 24.309 0.814
H -0.466 2.981 27.751 -0.002
O 0.480 3.604 20.961 -0.726
O -1.458 0.432 20.168 -0.810
Na 0.083 4.433 24.916 0.666
H -2.880 2.201 24.647 -0.114
B -1.908 2.509 25.100 0.306
Br -2.521 6.189 25.486 -0.144
H -1.598 1.812 25.957 -0.310
Na -2.482 3.570 22.811 0.866
H -3.555 5.546 27.786 0.390
H -1.077 2.509 24.357 0.064
Br 1.156 4.938 27.499 -0.135
H -1.933 3.568 25.504 -0.766
C 0.183 3.483 28.469 -0.244
H 1.812 1.982 28.462 0.404
C -5.158 6.218 26.520 -0.618
C -3.844 5.487 26.739 -0.489
O 1.233 3.438 23.046 -0.826
H -5.487 6.279 25.488 0.410
C -1.669 0.384 21.433 0.765
C 0.563 4.065 22.143 0.747
Br 2.192 3.363 30.526 -0.193
O -0.351 4.849 22.656 -0.972
O -0.844 -0.297 22.177 -0.854
H -0.414 3.974 29.231 0.368
C 1.120 2.504 29.119 -0.584
H -3.918 4.424 26.513 0.292
H -5.076 7.232 26.902 0.361
O -2.546 1.190 21.951 -0.831
Br -6.622 5.356 27.514 -0.215
```

Below is a molecular structure, C6H12BF2N2OS3SbY in a non-equilibrium geometry, with properties calculated with wB97M-V/def2-TZVPD.

Summary:
E_LUMO (spin up / spin down)	0.20 / -2.17	eV
expectation value of S²	0.76
E_HOMO (spin up / spin down)	-8.05 / -8.03	eV
orbital gap (spin up / spin down)	8.3 / 5.9	eV
2S+1	2

Structure (XYZ):
```
29
Properties=species:S:1:pos:R:3:lowdin_spin:R:1
O 0.435 -0.688 -0.361 0.000
H 2.005 1.993 -1.291 0.000
H -0.875 -1.884 1.177 0.001
C -0.058 0.331 0.189 0.000
B 3.179 -2.867 -0.232 -0.001
H 0.537 2.452 -2.175 0.000
H 1.003 0.758 -2.094 0.001
C -1.048 -1.095 1.899 0.001
S 0.883 -4.741 -3.140 0.797
H -0.414 3.526 -0.467 0.000
F 3.388 -2.450 1.037 0.000
C 0.986 1.689 -1.540 0.001
H -2.350 2.284 0.401 0.000
H -2.092 -1.151 2.207 0.000
C -1.305 1.369 2.033 0.000
H -2.226 1.069 2.533 0.000
N -0.810 0.210 1.299 0.000
H -1.823 3.416 1.647 0.000
H -0.413 -1.239 2.776 0.000
C -1.537 2.525 1.089 0.000
Sb -1.200 -3.447 -3.562 -0.022
H -0.593 1.645 2.819 0.000
Y 0.934 -2.556 -1.391 -0.016
S 0.211 -1.578 -3.770 0.096
F 4.268 -3.419 -0.796 0.000
S -1.518 -3.637 -1.227 0.142
C -0.266 2.778 0.312 0.000
H 0.524 3.156 0.970 0.000
N 0.173 1.550 -0.340 0.000
```